Molecular formula: C15H21NO4
Method: DFT, ωB97M-V with the def2-TZVPD basis set

## Properties
- molar mass (u) = 279.3
- total charge = 0
- HOMO-LUMO gap (eV) = 9.9
- E_tot (Ha) = -939.94042
- HOMO level (eV) = -9.2
- SMILES = CCCCOc1ccccc1C(=O)NCCCC(=O)O
- strongest force on any atom (eV/A) = 0.68

Bonds (Å) are listed after each position.
Element x y z (Å)
1 H -5.39185 0.80502 0.78146  C37 1.087
2 C 1.22768 3.36991 0.49486  C5 1.533, H8 1.091, H14 1.091, C22 1.533
3 H 3.58567 -1.41260 0.86499  C36 1.080
4 C -3.11410 -0.58979 0.04940  H10 1.092, H11 1.092, C17 1.526, C31 1.524
5 C 0.65118 2.41487 1.54638  C2 1.533, H19 1.094, N28 1.444, H34 1.093
6 C 1.64580 -3.56870 -0.85999  C23 1.381, C33 1.385, H38 1.080
7 O 2.70199 0.57839 1.65302  C16 1.218
8 H 1.37941 4.34807 0.95318  C2 1.091
9 H -6.43973 -0.59311 1.02439  C37 1.087
10 H -3.30153 -0.60303 -1.02616  C4 1.092
11 H -2.90036 0.44184 0.33545  C4 1.092
12 H 3.69355 -3.63424 -0.23228  C33 1.079
13 H -5.79090 -0.24411 -0.57821  C37 1.088
14 H 2.19609 2.98415 0.17303  C2 1.091
15 O -0.76891 -0.86790 -0.29891  C20 1.388, C31 1.422
16 C 1.67207 0.25559 1.08793  O7 1.218, C21 1.500, N28 1.351
17 C -4.35022 -1.08717 0.79356  C4 1.526, H29 1.092, C37 1.524, H40 1.092
18 H -1.70652 -1.48550 1.43351  C31 1.100
19 H 1.30849 2.42120 2.42042  C5 1.094
20 C 0.41481 -1.59013 -0.23394  O15 1.388, C21 1.400, C23 1.390
21 C 1.55149 -1.07001 0.39633  C16 1.500, C20 1.400, C36 1.395
22 C 0.31538 3.52560 -0.72757  C2 1.533, C25 1.509, H26 1.090, H41 1.091
23 C 0.47750 -2.83159 -0.85704  C6 1.381, C20 1.390, H30 1.081
24 O -1.04688 1.73298 -1.43540  C25 1.342, H27 0.972
25 C 0.20363 2.21877 -1.47395  C22 1.509, O24 1.342, O39 1.200
26 H -0.68154 3.84993 -0.42775  C22 1.090
27 H -1.08015 0.84370 -1.82716  O24 0.972
28 N 0.58154 1.05355 1.07122  C5 1.444, C16 1.351, H35 1.009
29 H -4.55331 -2.12186 0.50835  C17 1.092
30 H -0.40097 -3.21134 -1.35861  C23 1.081
31 C -1.89266 -1.44976 0.35034  C4 1.524, O15 1.422, H18 1.100, H32 1.096
32 H -2.05403 -2.47603 -0.00020  C31 1.096
33 C 2.77518 -3.06751 -0.23534  C6 1.385, H12 1.079, C36 1.379
34 H -0.35203 2.73049 1.84328  C5 1.093
35 H -0.22752 0.75793 0.54620  N28 1.009
36 C 2.71922 -1.83259 0.37605  H3 1.080, C21 1.395, C33 1.379
37 C -5.56925 -0.22646 0.48633  H1 1.087, H9 1.087, H13 1.088, C17 1.524
38 H 1.67218 -4.52770 -1.35558  C6 1.080
39 O 1.10002 1.65481 -2.03865  C25 1.200
40 H -4.15528 -1.07259 1.86807  C17 1.092
41 H 0.75106 4.26435 -1.40193  C22 1.091